<A>
DFT (ωB97M-V with the def2-TZVPD basis set) results for 12 unconnected molecules or ions with the total composition H24O12.

Each atom is followed by the atoms it is bonded to, with distances in Å.
CARTESIAN COORDINATES (ANGSTROEM)
1 O -0.557 1.098 -0.841  H2 0.948, H3 1.018
2 H -1.387 1.332 -0.447  O1 0.948
3 H 0.174 1.450 -0.225  O1 1.018
4 O -3.778 -1.369 0.994  H5 0.989, H6 0.930
5 H -4.551 -1.076 1.537  O4 0.989
6 H -4.089 -0.966 0.214  O4 0.930
7 O 1.102 -0.579 -4.013  H8 0.922, H9 0.983
8 H 1.587 -0.626 -3.231  O7 0.922
9 H 0.427 0.083 -3.743  O7 0.983
10 O -1.785 0.517 -4.941  H11 0.978, H12 0.923
11 H -1.456 -0.341 -4.608  O10 0.978
12 H -2.563 0.475 -5.437  O10 0.923
13 O 3.446 3.692 -0.014  H14 0.996, H15 0.953
14 H 2.572 3.216 -0.045  O13 0.996
15 H 3.314 4.503 -0.496  O13 0.953
16 O -2.910 -1.341 -2.712  H17 0.912, H18 0.982
17 H -2.616 -0.483 -2.618  O16 0.912
18 H -3.839 -1.362 -2.394  O16 0.982
19 O -0.988 -1.133 2.272  H20 0.922, H21 0.956
20 H -0.787 -0.311 2.638  O19 0.922
21 H -0.296 -1.643 2.689  O19 0.956
22 O 4.183 1.529 1.397  H23 1.024, H24 0.944
23 H 4.413 0.736 0.792  O22 1.024
24 H 3.268 1.580 1.623  O22 0.944
25 O 3.719 -0.828 0.646  H26 0.977, H27 0.902
26 H 3.014 -1.448 0.917  O25 0.977
27 H 4.486 -1.274 0.479  O25 0.902
28 O -2.373 1.322 4.505  H29 0.969, H30 1.010
29 H -1.960 1.622 3.682  O28 0.969
30 H -3.341 1.545 4.321  O28 1.010
31 O 2.365 -0.180 2.688  H32 0.997, H33 0.931
32 H 1.818 -0.981 2.921  O31 0.997
33 H 1.900 0.510 2.270  O31 0.931
34 O -1.837 -2.877 -0.060  H35 1.016, H36 0.953
35 H -2.585 -2.938 0.625  O34 1.016
36 H -2.187 -2.416 -0.817  O34 0.953

Output
Molecular weight (g mol⁻¹): 216.18
HOMO-LUMO gap (Eh): 0.342

Formally, the natural (NBO) partial charges of the atoms, in units of the elementary charge, are as follows: O -0.938; H 0.469; H 0.469; O -0.916; H 0.466; H 0.453; O -0.930; H 0.464; H 0.467; O -0.969; H 0.491; H 0.478; O -0.915; H 0.453; H 0.462; O -0.939; H 0.474; H 0.468; O -0.896; H 0.445; H 0.451; O -0.952; H 0.499; H 0.435; O -0.947; H 0.496; H 0.470; O -0.926; H 0.457; H 0.469; O -0.933; H 0.472; H 0.461; O -0.967; H 0.488; H 0.472

---

<B>
DFT (ωB97M-V with the def2-TZVPD basis set) results for 12 unconnected molecules or ions with the total composition H24O12.

Each atom is followed by the atoms it is bonded to, with distances in Å.
CARTESIAN COORDINATES (ANGSTROEM)
1 O 2.549 -2.458 0.124  H2 0.958, H3 0.966
2 H 3.367 -2.294 0.593  O1 0.958
3 H 2.178 -1.580 -0.034  O1 0.966
4 O 1.152 1.577 2.379  H5 0.965, H6 0.966
5 H 1.283 1.824 3.303  O4 0.965
6 H 1.827 2.065 1.889  O4 0.966
7 O -0.996 -2.796 -0.440  H8 0.966, H9 0.963
8 H -0.584 -2.558 -1.281  O7 0.966
9 H -1.697 -2.142 -0.353  O7 0.963
10 O 0.080 0.503 -0.154  H11 0.969, H12 0.968
11 H -0.868 0.679 -0.255  O10 0.969
12 H 0.233 0.621 0.795  O10 0.968
13 O -2.660 -0.783 1.633  H14 0.967, H15 0.965
14 H -1.992 -1.357 2.031  O13 0.967
15 H -3.474 -1.301 1.646  O13 0.965
16 O 1.496 2.983 -2.074  H17 0.964, H18 0.963
17 H 1.042 2.136 -2.003  O16 0.964
18 H 2.278 2.802 -2.604  O16 0.963
19 O 0.172 -1.651 -3.056  H20 0.976, H21 0.963
20 H 0.942 -1.373 -2.524  O19 0.976
21 H 0.574 -2.060 -3.829  O19 0.963
22 O -2.594 1.442 -0.055  H23 0.962, H24 0.982
23 H -3.294 2.003 0.293  O22 0.962
24 H -2.690 0.586 0.416  O22 0.982
25 O -2.602 -0.865 -2.787  H26 0.963, H27 0.972
26 H -2.517 0.058 -2.527  O25 0.963
27 H -1.703 -1.161 -3.008  O25 0.972
28 O 2.855 -0.816 2.630  H29 0.962, H30 0.970
29 H 3.745 -0.783 2.265  O28 0.962
30 H 2.531 0.097 2.586  O28 0.970
31 O 2.220 -0.190 -1.621  H32 0.962, H33 0.987
32 H 2.934 0.412 -1.389  O31 0.962
33 H 1.419 0.205 -1.202  O31 0.987
34 O -2.180 2.330 3.047  H35 0.962, H36 0.964
35 H -3.091 2.095 3.250  O34 0.962
36 H -1.937 1.752 2.315  O34 0.964

Output
Molecular weight (g mol⁻¹): 216.18
HOMO-LUMO gap (Eh): 0.378

Formally, the natural (NBO) partial charges of the atoms, in units of the elementary charge, are as follows: O -0.937; H 0.452; H 0.478; O -0.961; H 0.495; H 0.484; O -0.954; H 0.485; H 0.463; O -0.994; H 0.506; H 0.503; O -0.978; H 0.506; H 0.492; O -0.941; H 0.475; H 0.466; O -0.987; H 0.509; H 0.486; O -0.993; H 0.489; H 0.497; O -0.971; H 0.468; H 0.494; O -0.941; H 0.456; H 0.473; O -0.999; H 0.479; H 0.502; O -0.942; H 0.465; H 0.476

---

<C>
DFT (ωB97M-V with the def2-TZVPD basis set) results for 12 unconnected molecules or ions with the total composition H24O12.

Each atom is followed by the atoms it is bonded to, with distances in Å.
CARTESIAN COORDINATES (ANGSTROEM)
1 O 0.544 2.951 -1.243  H2 0.958, H3 0.951
2 H -0.316 3.076 -1.647  O1 0.958
3 H 0.851 2.051 -1.272  O1 0.951
4 O 1.466 2.249 2.906  H5 0.953, H6 0.954
5 H 2.360 2.028 3.151  O4 0.953
6 H 1.489 2.665 2.048  O4 0.954
7 O 3.196 -1.246 -1.286  H8 0.962, H9 0.956
8 H 4.012 -1.397 -0.801  O7 0.962
9 H 2.609 -1.373 -0.543  O7 0.956
10 O -3.368 0.349 1.035  H11 0.965, H12 0.955
11 H -2.925 -0.031 1.804  O10 0.965
12 H -2.968 1.215 0.988  O10 0.955
13 O 0.570 -0.053 -0.267  H14 0.989, H15 0.977
14 H -0.135 -0.423 -0.853  O13 0.989
15 H 0.397 -0.207 0.682  O13 0.977
16 O 0.662 -2.758 2.697  H17 0.956, H18 0.959
17 H 1.223 -3.368 3.172  O16 0.956
18 H 0.154 -3.166 1.994  O16 0.959
19 O 1.126 -1.876 -3.093  H20 0.957, H21 0.958
20 H 1.476 -1.223 -3.699  O19 0.957
21 H 1.503 -1.767 -2.219  O19 0.958
22 O -0.160 -0.132 2.431  H23 0.977, H24 0.963
23 H 0.218 0.705 2.763  O22 0.977
24 H 0.001 -0.795 3.111  O22 0.963
25 O -0.797 -2.056 -1.077  H26 0.982, H27 0.973
26 H -0.431 -2.209 -1.975  O25 0.982
27 H -1.700 -1.851 -1.373  O25 0.973
28 O 2.343 1.768 0.324  H29 0.987, H30 0.960
29 H 1.589 1.192 0.055  O28 0.987
30 H 2.540 2.224 -0.498  O28 0.960
31 O -3.942 -0.071 -1.799  H32 0.965, H33 0.970
32 H -4.055 0.740 -2.310  O31 0.965
33 H -4.383 0.183 -0.973  O31 0.970
34 O -1.822 1.242 -0.716  H35 0.975, H36 0.974
35 H -1.009 0.835 -0.365  O34 0.975
36 H -2.318 0.526 -1.152  O34 0.974

Output
Molecular weight (g mol⁻¹): 216.18
HOMO-LUMO gap (Eh): 0.388

Formally, the natural (NBO) partial charges of the atoms, in units of the elementary charge, are as follows: O -0.964; H 0.491; H 0.468; O -0.977; H 0.480; H 0.508; O -0.947; H 0.475; H 0.477; O -0.974; H 0.480; H 0.491; O -1.039; H 0.513; H 0.527; O -0.972; H 0.484; H 0.493; O -0.977; H 0.489; H 0.496; O -1.003; H 0.512; H 0.501; O -0.962; H 0.502; H 0.483; O -0.983; H 0.482; H 0.469; O -0.950; H 0.474; H 0.499; O -1.004; H 0.474; H 0.486

---

Which structure is most stable? <B>, by 7.3 kcal/mol over the runner-up.